Entry 1:
{
  "formula": "C3H7O3",
  "method": "ωB97M-V with the def2-TZVPD basis set",
  "gap_ev": [10.86, 6.71],
  "total_energy_ha": -344.129753,
  "s2": 0.754,
  "e_above_lowest_kj_mol": 110.65,
  "spin_multiplicity": 2,
  "symbols": ["C", "O", "H", "H", "H", "H", "C", "C", "O", "O", "H", "H", "H"],
  "xyz": [[1.365, -1.820, 0.920], [1.090, -1.517, 2.311], [0.644, -0.676, 2.341], [0.948, -2.799, 0.696], [0.862, -1.069, 0.309], [2.441, -1.660, 0.843], [-1.330, 1.748, -1.854], [-0.644, 0.873, -0.776], [0.489, 0.353, -1.102], [-1.181, 0.704, 0.297], [-1.024, 1.607, -2.887], [-0.972, 2.737, -1.571], [-2.380, 1.522, -1.722]],
  "atomic_forces_ev_per_a": [[-0.2, 1.2, 1.5], [0.0, -0.6, -0.4], [-0.3, 0.3, 0.1], [0.5, -0.1, -0.2], [0.0, -0.2, -0.2], [0.0, -0.7, -0.7], [1.3, -0.5, 0.3], [-1.6, 0.2, -0.2], [0.5, 0.0, -0.5], [0.4, -0.1, 0.2], [0.1, -0.4, 0.0], [-0.7, 0.3, 0.0], [-0.2, 0.5, 0.1]],
  "mulliken_spin": [0.0550, 0.0034, 0.0011, 0.0005, -0.0157, -0.0005, 0.0630, -0.0323, 0.8659, 0.0473, 0.0032, -0.0014, 0.0106]
}

Entry 2:
{
  "formula": "C4H4N2",
  "method": "ωB97M-V with the def2-TZVPD basis set",
  "gap_ev": 10.98,
  "total_energy_ha": -264.243008,
  "e_above_lowest_kj_mol": 219.03,
  "symbols": ["C", "C", "C", "N", "C", "N", "H", "H", "H", "H"],
  "xyz": [[-0.509, -1.090, -0.208], [0.660, -0.584, 0.184], [1.899, -1.269, -0.061], [2.904, -1.811, -0.261], [-0.231, 2.573, -0.303], [-1.275, 2.300, 0.160], [-2.171, 2.101, 0.555], [-0.572, -2.046, -0.717], [-1.436, -0.552, -0.033], [0.731, 0.377, 0.685]],
  "atomic_forces_ev_per_a": [[0.2, 0.0, 0.0], [-0.2, -0.1, -0.1], [0.9, -0.5, -0.2], [-1.0, 0.5, 0.2], [-1.1, -0.2, 0.5], [1.0, 0.3, -0.4], [0.0, 0.1, 0.0], [0.0, 0.1, 0.1], [0.2, -0.1, 0.0], [0.0, -0.2, -0.1]],
  "lowdin_charge": [0.0284, -0.1894, -0.2339, 0.1424, -0.0482, 0.0431, 0.0745, 0.0735, 0.0471, 0.0624]
}

Question: Which formula does entry 1 have?
Answer: C3H7O3